No. 1
The following is a quantum chemistry calculation of a structure of composition C26H48BGeIrN6S3Se in a non-equilibrium geometry, from OMol25.

Last column: Löwdin charge in e.
Cartesian coordinates (Å):
Ir 0.178618 0.517241 -0.781179  0.472
C 6.041518 2.280941 1.176821  -0.005
C 4.884918 2.015141 0.208021  -0.538
C 4.959818 2.951641 -1.001779  -0.002
C 4.941418 0.567041 -0.259279  -0.086
N 3.622018 2.330741 0.915521  0.023
C 3.442118 3.543541 1.510021  0.009
C 2.189618 3.573041 2.034721  0.002
N 1.579118 2.385641 1.754021  0.027
B 0.188918 2.078041 2.375021  -0.559
N -0.975482 2.736541 1.593521  0.027
C -2.106982 3.116141 2.251821  -0.005
C -2.920382 3.764941 1.374021  0.020
N -2.289082 3.794041 0.170921  0.020
C -1.107982 3.155941 0.316821  -0.638
S 0.068018 2.918141 -0.918679  0.787
C -2.792882 4.454241 -1.053979  -0.542
C -2.818382 3.438841 -2.199479  -0.040
C -4.212882 4.967041 -0.823079  -0.026
C -1.867882 5.638341 -1.339179  -0.009
N -0.041982 0.554741 2.580921  0.020
C 0.509318 -0.042459 3.675721  -0.009
C 0.010518 -1.299359 3.774621  0.005
N -0.868982 -1.484159 2.747421  0.021
C -0.869282 -0.352559 2.013121  -0.611
S -1.725182 -0.073059 0.544921  0.759
C -1.624182 -2.752159 2.614821  -0.531
C -0.625382 -3.842059 2.220521  -0.001
C -2.261182 -3.048559 3.977121  -0.003
C -2.727382 -2.658759 1.567421  -0.081
C 2.469718 1.641641 1.061621  -0.614
S 2.136018 0.045741 0.504221  0.758
H 6.972218 1.959041 0.720921  0.105
H 5.907018 1.729041 2.104521  0.104
H 6.143918 3.335941 1.406521  0.086
H 5.853518 2.726141 -1.574779  0.106
H 5.015718 3.992141 -0.696479  0.091
H 4.093418 2.824141 -1.648879  0.092
H 5.915618 0.388041 -0.708379  0.107
H 4.190718 0.364141 -1.021679  0.044
H 4.827918 -0.128959 0.567921  0.076
H 4.200418 4.296041 1.529321  0.142
H 1.711918 4.343441 2.602221  0.146
H 0.195518 2.572041 3.448221  0.138
H -2.257482 2.913941 3.292421  0.144
H -3.886382 4.192141 1.543621  0.137
H -3.359782 2.541641 -1.903179  0.096
H -1.814782 3.165041 -2.519779  0.020
H -3.326682 3.876541 -3.053179  0.103
H -4.897082 4.158941 -0.577879  0.100
H -4.568382 5.432541 -1.738579  0.107
H -4.242282 5.725241 -0.046079  0.097
H -0.851882 5.314341 -1.552979  0.053
H -1.848082 6.308441 -0.482679  0.104
H -2.236382 6.193241 -2.195879  0.108
H 1.187018 0.476741 4.318821  0.146
H 0.229318 -2.050459 4.502821  0.141
H 0.164418 -3.953559 2.955421  0.094
H -0.174582 -3.608259 1.254721  0.055
H -1.148682 -4.790759 2.145421  0.104
H -1.523282 -3.249559 4.748621  0.088
H -2.895582 -3.925659 3.901321  0.105
H -2.879682 -2.214959 4.299221  0.106
H -2.318882 -2.592759 0.560821  0.026
H -3.381282 -1.811759 1.753021  0.080
H -3.338782 -3.554459 1.619421  0.106
C -1.324182 -4.127659 -4.753779  -0.201
Ge -1.178982 -5.237959 -3.123679  0.917
C -2.645382 -4.971759 -1.813079  -0.200
C -0.499182 -7.070459 -3.421079  -0.178
C 0.540618 -4.446559 -2.027279  -0.502
Se 0.345118 -2.630259 -1.625079  1.021
C 1.330318 -1.824859 -3.085979  -0.326
H -2.177182 -4.486159 -5.325479  0.038
H -0.445682 -4.242259 -5.383679  0.033
H -1.493582 -3.074259 -4.541379  0.018
H -3.517782 -5.506359 -2.177179  0.036
H -2.920382 -3.925259 -1.711979  0.015
H -2.395682 -5.375059 -0.835079  0.023
H -1.239682 -7.596959 -4.017979  0.041
H -0.354082 -7.609059 -2.490579  0.036
H 0.433218 -7.045959 -3.977979  0.037
H 1.416218 -4.634759 -2.638679  0.046
H 0.538418 -5.051259 -1.127479  0.031
H 0.956118 -2.196559 -4.038579  0.045
H 2.386918 -2.071159 -2.988779  0.058
H 1.199918 -0.739459 -3.037179  0.003

Atomic forces in eV per Å
-0.1 1.1 1.9
-0.2 -0.1 0.0
0.8 -0.1 -0.5
0.0 -0.1 0.1
0.0 0.1 -0.2
-1.0 -0.2 0.1
-0.5 0.4 0.4
0.5 0.3 -0.2
0.7 -0.4 0.1
0.0 -0.1 -0.5
0.0 0.6 -0.5
-0.5 0.2 -0.1
0.0 -0.2 0.7
0.6 -0.7 0.3
-0.1 0.1 0.6
0.7 -2.4 -0.2
-0.3 0.4 -0.8
0.2 0.1 0.0
0.2 -0.1 0.1
-0.1 -0.1 0.0
-0.8 -0.4 0.2
0.0 -0.5 0.2
0.5 0.4 0.4
0.3 0.7 -0.3
0.2 0.4 0.5
1.4 0.8 -1.8
-0.4 -0.7 0.0
-0.2 0.1 0.0
0.1 0.0 -0.1
0.2 -0.1 0.0
0.0 0.5 0.4
-2.1 -0.2 -1.5
0.1 0.0 -0.1
0.0 -0.1 0.1
0.0 0.1 0.1
0.1 0.0 -0.1
0.0 0.1 0.0
-0.1 0.0 -0.1
0.1 0.1 0.1
0.2 0.0 0.0
0.0 -0.1 0.1
0.2 0.1 0.0
-0.2 0.2 0.1
0.0 0.1 0.3
0.0 0.0 0.2
-0.1 0.1 0.0
-0.1 -0.1 0.0
-0.3 0.0 -0.1
-0.1 0.1 0.0
-0.1 -0.1 0.0
0.1 0.0 -0.1
-0.1 0.1 0.1
0.1 0.0 -0.1
0.0 0.1 0.1
0.0 0.0 -0.1
0.2 0.1 0.2
-0.1 -0.2 0.2
0.1 0.0 0.1
0.1 0.0 -0.1
0.0 -0.1 0.0
0.0 0.0 0.1
0.0 -0.1 -0.1
-0.1 0.1 0.0
-0.1 0.0 0.0
-0.2 0.1 0.0
0.0 -0.1 0.1
0.1 -0.4 0.5
-0.2 0.0 -0.1
0.5 -0.2 -0.4
-0.2 0.7 0.1
0.0 0.4 0.1
0.1 -0.4 -0.4
0.2 0.1 -0.2
-0.1 -0.1 0.0
0.1 0.0 0.0
0.0 0.0 0.1
-0.1 -0.1 -0.1
0.1 0.1 -0.1
0.1 -0.1 0.0
-0.1 -0.1 -0.1
0.0 0.0 0.1
0.1 0.1 0.0
0.1 0.0 -0.2
-0.2 0.0 0.2
-0.1 0.0 0.0
0.0 -0.1 0.1
0.0 -0.2 0.0

Calculated values
2S+1 = 2
ΔE to the lowest compared entry with this formula, charge and spin = 2.143 eV
total charge = +3
LUMO energy (spin up / spin down) = -0.3756 / -0.4051 Eh
gap between HOMO and LUMO (spin up / spin down) = 6.1 / 5.2 eV
highest occupied orbital energy (spin up / spin down) = -16.28 / -16.27 eV

***

No. 2
The following is a quantum chemistry calculation of a structure of composition C39H43Cl3N2O4P2RuSi3 in a non-equilibrium geometry, from OMol25.

Last column: Löwdin charge in e.
Cartesian coordinates (Å):
Ru -0.059219 -0.925645 -0.270152  0.911
C 4.816655 -1.559085 -1.319892  -0.167
Si 3.209265 -0.664216 -1.605931  0.325
C 2.545105 -1.157572 -3.267099  -0.179
C 3.533302 1.162146 -1.600324  -0.157
N 2.050952 -1.066972 -0.352479  -0.367
P 2.247738 -0.985771 1.257540  0.692
C 0.535941 -0.985274 1.578462  -0.264
P -2.251406 -0.019451 1.231343  0.961
N -2.108809 -0.719553 -0.250355  -0.408
Si -2.650326 -0.182056 -1.838875  0.336
C -3.689815 -1.488186 -2.640948  -0.190
C -3.602373 1.405018 -1.896017  -0.157
C -1.055499 -0.054487 -2.831798  -0.165
C -2.338696 -1.443089 2.410975  -0.350
C -1.819116 -1.297093 3.697135  -0.113
C -1.934010 -2.330551 4.619044  -0.082
C -2.567807 -3.513360 4.258127  -0.090
C -3.087843 -3.659777 2.980486  -0.089
C -2.974885 -2.627936 2.057209  -0.127
C -3.963822 0.570512 1.462084  -0.310
C -4.236892 1.605916 2.350921  -0.082
C -5.546912 1.990926 2.600079  -0.079
C -6.593541 1.343628 1.958192  -0.084
C -6.329011 0.310328 1.067900  -0.073
C -5.018943 -0.077797 0.821860  -0.098
C 3.120287 0.496313 1.799761  -0.295
C 2.389180 1.675091 1.952128  -0.066
C 3.039037 2.869667 2.228708  -0.062
C 4.421295 2.887501 2.363921  -0.072
C 5.155212 1.713735 2.232681  -0.075
C 4.507708 0.517193 1.954929  -0.091
C 3.148907 -2.347843 2.009342  -0.321
C 3.480841 -2.266263 3.365738  -0.082
C 4.079053 -3.344891 3.999832  -0.074
C 4.345404 -4.507574 3.280721  -0.074
C 4.002632 -4.594217 1.939259  -0.070
C 3.395781 -3.518031 1.305630  -0.132
H 5.606611 -1.107439 -1.934515  0.040
H 4.722697 -2.612521 -1.604686  0.033
H 5.143995 -1.517488 -0.276134  0.014
H 2.939940 -0.481853 -4.035892  0.037
H 1.455524 -1.119076 -3.319992  -0.003
H 2.851739 -2.178867 -3.514916  0.020
H 3.917259 1.485894 -2.574800  0.040
H 4.254215 1.456588 -0.830530  0.030
H 2.594277 1.685393 -1.396483  -0.004
H -4.652573 -1.629369 -2.134246  0.030
H -3.170516 -2.446463 -2.672144  -0.023
H -3.901532 -1.171945 -3.673551  0.042
H -4.669487 1.216511 -1.733415  0.034
H -3.483498 1.844760 -2.895134  0.043
H -3.263989 2.129879 -1.152583  0.025
H -0.217898 -0.539238 -2.315053  -0.047
H -0.729224 0.975258 -2.983782  0.048
H -1.134561 -0.565226 -3.795101  0.052
H -1.314283 -0.374963 3.971769  0.100
H -1.521446 -2.217766 5.614817  0.101
H -2.649236 -4.324897 4.970544  0.102
H -3.570871 -4.587279 2.693735  0.108
H -3.364501 -2.753325 1.053494  0.068
H -3.417519 2.122604 2.839672  0.105
H -5.751439 2.799249 3.291915  0.103
H -7.615541 1.645565 2.150184  0.102
H -7.144788 -0.197155 0.567892  0.105
H -4.818267 -0.897845 0.140284  0.088
H 1.314261 1.650003 1.839127  0.089
H 2.466215 3.784095 2.330640  0.107
H 4.931464 3.819789 2.577209  0.105
H 6.233577 1.730350 2.347582  0.107
H 5.081606 -0.396697 1.851393  0.103
H 3.272361 -1.359863 3.924425  0.112
H 4.337781 -3.282616 5.050808  0.105
H 4.810692 -5.353480 3.775184  0.105
H 4.188531 -5.508418 1.387040  0.111
H 3.091403 -3.595240 0.269330  0.049
O -1.695759 1.991453 0.615925  -0.126
C -0.560416 2.195434 0.086104  -0.559
O 0.205764 1.306145 -0.383400  -0.125
C -0.105702 3.618679 0.043300  -0.130
C 1.002736 3.975209 -0.707740  -0.012
C 1.457898 5.299010 -0.750949  0.030
C 0.755486 6.212867 -0.008957  -0.219
O 0.999560 7.547633 0.125511  0.036
C -0.042293 8.069872 0.964244  -0.111
O -0.848327 6.961631 1.379785  0.034
C -0.348656 5.859517 0.738517  -0.206
C -0.814108 4.577505 0.787788  0.082
H 1.515897 3.207513 -1.271275  0.090
H 2.321775 5.590423 -1.336088  0.124
H -0.647318 8.769822 0.395593  0.134
H 0.400204 8.545913 1.833406  0.134
H -1.684445 4.297402 1.366369  0.131
Cl -1.937179 -4.130214 -1.004037  0.254
Si -0.159520 -3.287141 -0.336970  -0.643
Cl 1.222606 -4.080219 -1.693017  0.230
Cl 0.208949 -4.309047 1.429369  0.287

Atomic forces in eV per Å
0.4 0.4 0.6
0.2 -0.2 0.0
-0.2 -0.1 0.1
-0.1 -0.1 -0.3
0.0 0.4 0.0
0.1 -0.1 0.0
0.0 0.0 0.0
-0.3 -0.1 -0.8
-0.8 -0.8 0.0
0.3 0.5 0.4
0.1 -0.3 0.1
-0.3 -0.1 -0.2
-0.2 0.3 0.0
-0.1 0.1 0.0
0.1 0.0 0.2
-0.1 0.0 -0.1
0.0 0.1 -0.1
0.0 0.0 0.0
0.0 0.0 -0.1
0.0 0.0 0.0
0.0 0.2 -0.1
0.1 0.1 0.0
0.0 0.0 0.0
0.0 0.0 0.0
0.1 0.0 0.0
0.0 0.0 0.1
0.0 0.2 0.1
0.1 0.0 0.0
0.0 -0.1 0.0
0.0 0.0 0.0
0.0 0.0 0.0
0.0 0.1 -0.1
0.0 0.0 0.2
0.1 -0.1 0.0
0.0 0.0 -0.1
0.0 0.0 0.0
0.0 0.0 0.0
0.1 0.0 -0.1
-0.1 -0.1 0.1
0.1 0.1 0.1
0.0 0.0 -0.1
0.0 -0.1 0.1
0.1 0.0 0.0
-0.1 0.1 0.0
0.0 0.0 0.1
-0.1 0.0 0.0
0.2 -0.1 -0.1
0.1 0.0 -0.1
-0.1 0.0 0.0
0.0 -0.1 0.2
0.1 0.1 0.0
0.0 0.0 0.1
0.0 0.0 -0.1
0.3 -0.2 -0.3
0.0 0.0 0.0
0.0 0.1 0.0
0.0 -0.1 0.0
0.0 0.0 0.0
0.0 0.0 0.0
0.0 0.1 0.0
0.0 0.0 0.1
0.0 0.0 0.0
0.0 0.0 0.0
0.0 0.0 0.0
0.0 0.0 0.0
0.0 0.0 0.0
0.0 0.0 0.0
0.0 0.0 0.0
0.0 0.0 0.0
-0.1 0.0 0.0
0.0 0.0 0.0
0.0 0.0 0.0
0.0 0.0 -0.1
0.0 0.1 0.0
0.0 0.1 0.0
0.1 0.0 0.0
0.3 0.0 -0.1
0.0 -0.2 0.0
-0.4 0.2 0.1
0.0 0.0 0.0
0.1 0.1 -0.1
0.1 -0.2 -0.1
0.2 0.1 -0.1
-0.1 0.2 0.1
0.1 -0.6 -0.1
0.0 0.2 0.0
-0.2 0.0 0.2
-0.1 -0.1 0.0
-0.1 0.1 0.1
-0.1 0.0 0.0
-0.1 0.1 -0.1
0.1 0.0 0.1
0.1 0.0 0.0
0.0 0.0 0.0
0.0 -0.1 0.2
0.0 0.0 0.0
0.0 0.0 -0.1

Calculated values
2S+1 = 5
LUMO energy (spin up / spin down) = 0.0124 / -0.0328 Eh
gap between HOMO and LUMO (spin up / spin down) = 7.7 / 7.5 eV
highest occupied orbital energy (spin up / spin down) = -7.34 / -8.43 eV

***

no.,E_tot (Ha)
1,-7149.29628
2,-4949.25564